Model A:
C4H7F in the gas phase. Source: the Open Molecules 2025 dataset; level of theory: ωB97M-V/def2-TZVPD.

As for the LUMO energy (spin up / spin down): 0.50 / 0.83 eV. The HOMO-LUMO gap (spin up / spin down) comes out at 8.8 / 9.1 eV. The spin multiplicity is 1. The SMILES is CC/C=C/F.

Atoms and positions in Å:
1 C -0.72350 0.75245 -0.28889
2 C -2.05527 -0.15544 0.47164
3 C 1.45291 -0.75049 -0.26362
4 C 0.72422 0.66494 0.08361
5 F -3.30442 -0.04434 -0.05953
6 H -1.05738 1.07729 -1.21317
7 H -2.07975 -0.78858 1.29891
8 H 1.02366 -1.54898 0.40780
9 H 2.40464 -0.54000 0.17171
10 H 1.56571 -1.05408 -1.25621
11 H 0.84657 0.90203 1.13509
12 H 1.20260 1.48519 -0.48735

=====

Model B:
C4H7F in the gas phase. Source: the Open Molecules 2025 dataset; level of theory: ωB97M-V/def2-TZVPD.

As for the LUMO energy: 1.04 eV. The HOMO-LUMO gap comes out at 10.9 eV. The spin multiplicity is 1. The SMILES is C=C(F)CC.

Atoms and positions in Å:
1 C 1.73856 1.18068 0.03016
2 C 0.83033 0.23868 -0.01678
3 C -1.50011 -0.87563 0.33915
4 C -0.62447 0.08551 -0.52406
5 F 1.38476 -1.07578 0.23450
6 H 2.67465 0.68262 0.29194
7 H 1.81071 2.23460 -0.06707
8 H -1.08872 -1.82472 0.14273
9 H -2.58201 -0.79690 0.18966
10 H -1.20536 -0.68442 1.44043
11 H -0.90980 1.14747 -0.53542
12 H -0.52854 -0.31211 -1.52526

=====

Relative energies, unit kJ/mol: model A 297.4; model B 0.0

=====

Model A:
An isolated ion of composition C4H6NO2 and charge +1. Source: the Open Molecules 2025 dataset; level of theory: ωB97M-V/def2-TZVPD.

As for the total charge: +1. As for the LUMO energy: -5.13 eV. The HOMO-LUMO gap comes out at 11.2 eV. The spin multiplicity is 1.

Atoms and positions in Å:
1 C -0.88990 1.78193 -1.08270
2 C 0.39525 0.19989 0.52772
3 C -1.06487 -0.07345 -1.38421
4 C 1.27441 -0.44322 1.54929
5 N -0.10966 2.47994 -0.32361
6 O -0.28794 -0.53208 -0.27856
7 O 0.55844 1.50935 0.59993
8 H -1.53653 2.40832 -1.85464
9 H -2.04803 -0.42221 -1.29098
10 H -0.59692 -0.50183 -2.29094
11 H 2.27952 -0.73805 1.34484
12 H 0.74865 -1.32336 1.96326
13 H 1.53619 0.18006 2.34815

=====

Model B:
C4H6NO2 as an isolated structure. Source: the Open Molecules 2025 dataset; level of theory: ωB97M-V/def2-TZVPD.

As for the total charge: +1. As for the LUMO energy: -5.71 eV. The HOMO-LUMO gap comes out at 8.7 eV. The spin multiplicity is 1.

Atoms and positions in Å:
1 C -0.08550 -0.35369 -1.02919
2 C -0.85079 0.42483 -0.23322
3 C -0.33832 -1.00211 -2.28415
4 C 0.00165 0.31617 1.09211
5 N 1.00003 -0.72479 -0.21161
6 O 0.57428 -1.63704 -2.76878
7 O -1.75571 1.31746 -0.38775
8 H -1.35815 -0.86594 -2.70227
9 H 0.62799 1.16706 1.28803
10 H -0.37983 -0.03887 2.04007
11 H 1.17717 -1.64917 0.18430
12 H 1.73337 -0.16085 -0.63971
13 H -1.81364 1.79794 0.49746

=====

Relative energies, unit kJ/mol: model A 99.9; model B 0.0